(1)
This record from OMol25 describes 2 unconnected molecules or ions with the total composition C3H10N2O. The level of theory is ωB97M-V with the def2-TZVPD basis set.

## Properties
SMILES   C=CO.NCN
Energy above the lowest of the compared OMol25 structures with the same formula, charge and spin   3.565 eV

Positions of all 16 atoms, in Å:
1 H -0.330 -2.871 -1.717
2 H 0.588 -1.745 -0.608
3 H -0.752 -2.234 -4.094
4 C 0.000 -1.843 -1.516
5 H -1.407 1.418 2.320
6 C -0.376 1.698 2.151
7 H 0.820 0.398 0.902
8 O 0.062 -1.767 -3.864
9 H -0.314 -0.069 -2.681
10 H -0.723 2.113 4.127
11 H -0.126 2.465 1.427
12 N 0.049 2.356 3.500
13 H 0.450 -0.240 2.402
14 H 0.735 1.779 3.995
15 N 0.427 0.570 1.804
16 C -0.077 -1.109 -2.631

Atom charges from the natural (NBO) analysis, given in e for atoms 1 to 4: 0.189, 0.220, 0.478, -0.485


(2)
This record from OMol25 describes a molecular structure, C3H10N2O. The level of theory is ωB97M-V with the def2-TZVPD basis set.

## Properties
Energy above the lowest of the compared OMol25 structures with the same formula, charge and spin   7.971 eV

Positions of all 16 atoms, in Å:
1 C -0.685 -0.294 -0.547
2 O 2.484 -0.965 -0.479
3 H -0.817 0.552 -1.204
4 C -0.347 -0.078 0.799
5 H -2.899 -0.869 -0.392
6 H 2.632 1.655 -0.021
7 H -2.543 -0.832 1.335
8 H -0.592 -1.285 -0.963
9 C -2.400 -0.307 0.394
10 H 2.146 1.325 -1.560
11 N 1.442 0.049 -0.189
12 H -2.766 0.714 0.438
13 H 3.028 -0.988 0.321
14 H -0.160 -0.923 1.445
15 N 1.847 1.324 -0.584
16 H -0.371 0.921 1.207

Atom charges from the natural (NBO) analysis, given in e for atoms 1 to 4: -0.243, -0.652, 0.236, -0.135


(3)
This record from OMol25 describes 2 unconnected molecules or ions with the total composition C3H10N2O. The level of theory is ωB97M-V with the def2-TZVPD basis set.

## Properties
SMILES   C=NC.NCO
Energy above the lowest of the compared OMol25 structures with the same formula, charge and spin   3.705 eV

Positions of all 16 atoms, in Å:
1 C 1.913 0.766 2.862
2 H -0.206 -0.527 -3.025
3 H -0.497 -2.206 -2.472
4 H 1.761 1.120 0.656
5 O -1.489 0.515 -0.982
6 H -0.044 1.345 0.732
7 C -1.766 -0.745 -1.647
8 N -0.644 -1.213 -2.418
9 H 2.568 1.619 2.564
10 H -1.981 -1.604 -0.925
11 H 0.769 -0.276 0.002
12 H -1.789 0.483 0.129
13 C 0.832 0.567 0.744
14 H -2.591 -0.536 -2.336
15 H 2.194 0.495 3.876
16 N 0.971 0.196 2.240

Atom charges from the natural (NBO) analysis, given in e for atoms 1 to 4: -0.075, 0.386, 0.390, 0.176


(4)
This record from OMol25 describes 2 unconnected molecules or ions with the total composition C3H10N2O. The level of theory is ωB97M-V with the def2-TZVPD basis set.

## Properties
SMILES   C/C(N)=C/N.O
Energy above the lowest of the compared OMol25 structures with the same formula, charge and spin   1.302 eV

Positions of all 16 atoms, in Å:
1 H 1.425 1.254 1.637
2 H -1.403 -3.237 1.652
3 H -0.324 2.847 0.733
4 H -0.417 0.622 -1.984
5 N 0.158 -1.227 -1.041
6 H -0.254 -1.676 -1.838
7 C -0.077 0.174 -1.058
8 C 0.357 0.975 -0.076
9 H -1.781 -3.200 0.195
10 O -1.014 -3.288 0.771
11 H 0.175 -1.585 -0.107
12 H -0.337 2.779 -1.019
13 H 1.204 2.913 -0.140
14 N 1.173 0.529 0.988
15 C 0.207 2.462 -0.136
16 H 0.909 -0.342 1.423

Atom charges from the natural (NBO) analysis, given in e for atoms 1 to 4: 0.373, 0.471, 0.201, 0.188


(5)
This record from OMol25 describes 2 unconnected molecules or ions with the total composition C3H10N2O. The level of theory is ωB97M-V with the def2-TZVPD basis set.

## Properties
SMILES   NC=O.CCN
Energy above the lowest of the compared OMol25 structures with the same formula, charge and spin   1.327 eV

Positions of all 16 atoms, in Å:
1 H 1.472 0.774 1.061
2 C -2.362 -0.303 1.031
3 C 1.516 -0.286 -0.842
4 H -2.733 -0.091 1.970
5 N 0.202 0.214 -1.344
6 H 1.366 -1.397 -1.165
7 H 2.841 -0.403 0.805
8 H -1.896 1.709 0.894
9 N -1.907 0.796 0.391
10 C 1.747 -0.228 0.655
11 H 1.175 -1.039 1.259
12 H 2.170 0.382 -1.397
13 H 0.332 1.108 -1.844
14 O -2.404 -1.466 0.657
15 H -0.406 -0.387 -1.844
16 H -1.114 0.617 -0.287

Atom charges from the natural (NBO) analysis, given in e for atoms 1 to 4: 0.208, 0.524, -0.222, 0.086


(6)
This record from OMol25 describes 2 unconnected molecules or ions with the total composition C3H10N2O. The level of theory is ωB97M-V with the def2-TZVPD basis set.

## Properties
SMILES   [H]/N=C\NCC.O
Energy above the lowest of the compared OMol25 structures with the same formula, charge and spin   1.690 eV

Positions of all 16 atoms, in Å:
1 O -1.027 -1.286 2.358
2 H 1.634 -1.882 -1.811
3 C -0.448 1.638 0.449
4 H -1.066 -0.333 2.182
5 C 0.822 -1.200 -1.598
6 H 1.569 0.811 -1.151
7 H 0.479 2.240 0.467
8 N -0.229 0.474 -0.211
9 C 1.092 -0.031 -0.661
10 H -0.962 -0.089 -0.613
11 H -0.075 -1.766 -1.311
12 H -2.275 1.806 0.489
13 N -1.471 2.166 1.027
14 H -0.142 -1.272 2.752
15 H 1.532 -0.454 0.231
16 H 0.568 -0.820 -2.599

Atom charges from the natural (NBO) analysis, given in e for atoms 1 to 4: -0.932, 0.229, 0.296, 0.473


(7)
This record from OMol25 describes C3H10N2O in the gas phase. The level of theory is ωB97M-V with the def2-TZVPD basis set.

## Properties
SMILES   NCNCCO
Energy above the lowest of the compared OMol25 structures with the same formula, charge and spin   1.479 eV

Positions of all 16 atoms, in Å:
1 C -0.320 0.219 -1.089
2 H 1.233 1.256 0.676
3 H 0.061 0.269 -2.073
4 H -0.003 -1.133 0.403
5 H -1.676 -1.408 -1.086
6 H 2.471 0.053 2.321
7 C -1.719 -0.320 -1.085
8 O -2.410 0.001 0.139
9 H -2.362 0.005 -1.905
10 H -0.283 1.273 -0.765
11 N 0.556 -0.560 -0.218
12 C 1.533 0.199 0.520
13 H 2.458 0.308 -0.067
14 H -2.383 0.964 0.214
15 H 0.993 -0.633 2.265
16 N 1.851 -0.493 1.751

Atom charges from the natural (NBO) analysis, given in e for atoms 1 to 4: -0.243, 0.119, 0.191, 0.363


(8)
This record from OMol25 describes 2 unconnected molecules or ions with the total composition C3H10N2O. The level of theory is ωB97M-V with the def2-TZVPD basis set.

## Properties
SMILES   [H]/N=C\N.CCO
Energy above the lowest of the compared OMol25 structures with the same formula, charge and spin   2.350 eV

Positions of all 16 atoms, in Å:
1 O 0.901 -1.513 0.449
2 H 2.745 -1.543 -0.313
3 C 1.961 -0.795 -0.206
4 H 3.112 1.038 -0.071
5 C 2.466 0.419 0.547
6 H 3.180 0.143 1.344
7 H 1.736 0.981 1.137
8 H 1.555 -0.500 -1.174
9 H 0.062 -1.083 0.259
10 N -2.225 0.870 -1.078
11 H -1.295 1.007 -0.726
12 H -2.724 1.580 -1.583
13 H -2.239 0.295 1.466
14 C -2.901 -0.044 -0.265
15 H -3.885 -0.371 -0.627
16 N -2.449 -0.484 0.841

Atom charges from the natural (NBO) analysis, given in e for atoms 1 to 4: -0.725, 0.182, -0.066, 0.212